(1)
{"formula": "C29H40Ge2N4O2Tc", "method": "the ωB97M-V functional and the def2-TZVPD basis", "e_lumo_ev": [-10.902, -10.901], "e_above_lowest_kcal_mol": 21.29, "homo_ev": [-16.12, -16.12], "total_charge": 3, "gap_ha": [0.1917, 0.1917], "elements": ["Tc", "N", "C", "C", "C", "C", "N", "C", "N", "N", "C", "O", "O", "H", "H", "H", "H", "H", "H", "H", "H", "H", "H", "H", "H", "H", "H", "C", "Ge", "C", "C", "C", "H", "H", "H", "H", "H", "H", "H", "H", "H", "H", "H", "C", "Ge", "C", "C", "C", "C", "C", "C", "C", "C", "C", "C", "C", "C", "C", "C", "C", "C", "C", "C", "H", "H", "H", "H", "H", "H", "H", "H", "H", "H", "H", "H", "H", "H", "H"], "positions_angstrom": [[-0.73371, -1.79202, -0.73140], [1.09677, -1.86105, -1.79000], [2.20688, -1.75779, -0.75071], [3.50168, -2.39720, -1.24025], [4.42669, -1.64665, -2.20475], [5.39333, -0.63527, -1.57086], [5.07131, 0.75947, -1.90558], [5.89769, 1.77421, -1.61801], [6.92290, 1.58620, -0.79664], [5.66584, 2.98588, -2.11772], [1.72083, -2.45527, 0.53866], [2.45781, -2.82066, 1.38843], [0.37545, -2.61601, 0.58336], [1.16567, -2.78995, -2.21618], [1.26461, -1.19725, -2.54530], [2.31119, -0.69592, -0.49712], [3.23601, -3.35393, -1.70258], [4.06407, -2.67166, -0.34576], [3.89634, -1.20379, -3.05383], [5.04840, -2.42092, -2.65455], [6.40172, -0.84994, -1.93243], [5.38785, -0.74945, -0.48465], [4.43837, 0.90894, -2.67707], [7.16140, 0.67313, -0.45048], [7.56976, 2.33228, -0.59384], [4.94248, 3.14487, -2.79912], [6.30696, 3.74618, -1.95646], [-4.73155, -0.15224, -1.03155], [-4.48708, -2.04914, -1.34870], [-4.90737, -3.23279, 0.12670], [-5.11695, -2.66901, -3.07796], [-2.45192, -2.26754, -1.55390], [-5.79314, 0.04387, -0.87846], [-4.40847, 0.42876, -1.89551], [-4.20085, 0.17604, -0.14171], [-5.98003, -3.17552, 0.31297], [-4.38425, -2.93795, 1.03416], [-4.66466, -4.26450, -0.12314], [-6.20696, -2.65314, -3.05774], [-4.79746, -3.69055, -3.27570], [-4.78129, -2.01700, -3.88215], [-2.05452, -1.45341, -2.25237], [-2.18844, -3.30189, -1.83610], [-0.90811, -0.16685, -0.34898], [-1.00435, 1.15516, 1.26463], [-2.23017, -0.00576, 2.19956], [-1.88639, -1.32086, 2.54626], [-2.79508, -2.11103, 3.23714], [-4.04600, -1.60243, 3.56759], [-4.39603, -0.30748, 3.20374], [-3.49548, 0.49147, 2.51225], [0.86900, 1.08294, 1.72324], [1.75290, 1.92125, 1.03744], [3.10881, 1.88163, 1.33157], [3.58831, 1.00291, 2.29684], [2.71521, 0.16836, 2.97883], [1.35558, 0.21146, 2.69830], [-1.65537, 2.83727, 0.63155], [-1.25044, 3.99001, 1.30585], [-1.78192, 5.22044, 0.94668], [-2.70564, 5.30220, -0.08617], [-3.10328, 4.15713, -0.76527], [-2.58456, 2.92329, -0.40562], [-0.89680, -1.71978, 2.34264], [-2.51987, -3.11513, 3.53103], [-4.74771, -2.21417, 4.11761], [-5.36763, 0.08630, 3.46892], [-3.77241, 1.50465, 2.24576], [1.37660, 2.63289, 0.30999], [3.78589, 2.57112, 0.84193], [4.64090, 0.99215, 2.54677], [3.08659, -0.50148, 3.74154], [0.68181, -0.42140, 3.26014], [-0.53150, 3.93663, 2.11526], [-1.47875, 6.11296, 1.47585], [-3.11907, 6.26181, -0.36319], [-3.82113, 4.22821, -1.57050], [-2.90726, 2.03374, -0.93320]]}


(2)
{"formula": "ClFS", "method": "the ωB97M-V functional and the def2-TZVPD basis", "e_lumo_ev": [-4.889, -4.895], "e_above_lowest_kcal_mol": 76.69, "homo_ev": [-10.04, -10.03], "gap_ha": [0.1893, 0.1889], "elements": ["F", "S", "Cl"], "positions_angstrom": [[-1.48220, -1.21026, -0.40518], [0.08884, -0.89541, -0.23782], [1.39336, 2.10567, 0.64301]]}


(3)
{"formula": "C4H7NO", "method": "the ωB97M-V functional and the def2-TZVPD basis", "e_lumo_ev": 0.303, "e_above_lowest_kcal_mol": 110.32, "homo_ev": -8.07, "gap_ha": 0.3079, "elements": ["C", "C", "C", "N", "C", "O", "H", "H", "H", "H", "H", "H", "H"], "positions_angstrom": [[1.74364, -0.50112, 0.55216], [0.51300, -0.23821, -0.26201], [-0.83462, -0.40069, 0.22379], [-1.80468, 0.17951, -0.51693], [-0.87932, 1.86521, -0.75812], [-1.46826, 2.72464, -1.25803], [2.32791, 0.42684, 0.60410], [1.50735, -0.79909, 1.57937], [2.39308, -1.25986, 0.09853], [0.62761, -0.18386, -1.34138], [-0.90282, -0.53682, 1.31096], [-0.52134, -1.46246, -0.19393], [-2.70155, 0.18590, -0.03852]]}


(4)
{"formula": "C20H21N3O6S", "method": "the ωB97M-V functional and the def2-TZVPD basis", "e_lumo_ev": -0.249, "e_above_lowest_kcal_mol": 56.92, "homo_ev": -8.79, "smiles": "CCN(c1cccc(C)c1)S(=O)(=O)c1cn(CC(=O)OC)c2ccc([N+](=O)[O-])cc12", "gap_ha": 0.3139, "elements": ["C", "C", "N", "C", "C", "C", "C", "C", "C", "C", "S", "O", "O", "C", "C", "N", "C", "C", "O", "O", "C", "C", "C", "C", "C", "N", "O", "O", "C", "C", "H", "H", "H", "H", "H", "H", "H", "H", "H", "H", "H", "H", "H", "H", "H", "H", "H", "H", "H", "H", "H"], "positions_angstrom": [[-0.43097, -3.77009, 2.05429], [-0.02301, -2.33086, 1.76643], [0.92288, -2.29230, 0.66288], [2.02685, -1.42033, 0.72704], [1.96375, -0.17803, 1.35405], [3.07624, 0.64372, 1.35318], [4.23996, 0.25543, 0.71356], [4.31141, -0.97656, 0.07382], [5.56669, -1.42209, -0.61182], [3.20148, -1.80966, 0.09563], [0.23398, -2.32407, -0.86790], [-0.92588, -3.15770, -0.84011], [1.25629, -2.59765, -1.82944], [-0.25635, -0.63040, -1.05778], [0.59776, 0.38355, -1.37556], [-0.03893, 1.58806, -1.27444], [0.60170, 2.86340, -1.38773], [0.96829, 3.40715, -0.00082], [0.57637, 2.94044, 1.03069], [1.76185, 4.46626, -0.11547], [2.18644, 5.08583, 1.09686], [-1.31498, 1.37187, -0.83671], [-2.34382, 2.26875, -0.55748], [-3.54548, 1.75232, -0.13679], [-3.72312, 0.36660, 0.00217], [-5.00114, -0.11659, 0.45386], [-5.10694, -1.30075, 0.68970], [-5.89912, 0.69155, 0.57689], [-2.71741, -0.54343, -0.27410], [-1.49651, -0.03185, -0.69448], [-0.92311, -4.19267, 1.18428], [-1.11383, -3.79554, 2.89970], [0.44752, -4.36615, 2.28719], [-0.91114, -1.73091, 1.53443], [0.46685, -1.90487, 2.64517], [1.05501, 0.15705, 1.83003], [3.02135, 1.60200, 1.84854], [5.09937, 0.91073, 0.71197], [6.10734, -2.12465, 0.02224], [5.33032, -1.92915, -1.54431], [6.22092, -0.57859, -0.81902], [3.22811, -2.76713, -0.39794], [1.61853, 0.31210, -1.69584], [1.51261, 2.77230, -1.98271], [-0.06120, 3.58429, -1.87695], [1.36009, 5.13211, 1.80776], [2.52354, 6.08362, 0.82893], [3.00605, 4.51566, 1.53716], [-2.20692, 3.33386, -0.65449], [-4.37687, 2.39813, 0.09936], [-2.87800, -1.60672, -0.17844]]}


(5)
{"formula": "C12H17N", "method": "the ωB97M-V functional and the def2-TZVPD basis", "e_lumo_ev": 0.912, "e_above_lowest_kcal_mol": 49.58, "homo_ev": -7.79, "smiles": "CCc1c[nH]c2ccccc12.CC", "gap_ha": 0.3199, "elements": ["C", "C", "C", "C", "N", "C", "C", "C", "C", "C", "C", "H", "H", "H", "H", "H", "H", "H", "H", "H", "H", "H", "C", "C", "H", "H", "H", "H", "H", "H"], "positions_angstrom": [[-3.22765, 0.43800, 0.22211], [-1.97354, 0.80486, 1.06341], [-1.15780, 1.65358, 0.07955], [-0.66575, 2.93137, 0.17581], [0.40680, 3.16500, -0.73458], [0.62775, 1.98142, -1.42036], [1.60339, 1.64588, -2.25175], [1.70054, 0.32790, -2.73916], [0.67241, -0.67498, -2.37342], [-0.25061, -0.37549, -1.37337], [-0.30944, 0.94878, -0.91154], [-2.83188, -0.13673, -0.61764], [-3.70670, 1.29320, -0.20379], [-3.89114, -0.07476, 0.93510], [-2.10924, 1.43320, 1.89139], [-1.30660, -0.02883, 1.20400], [-1.16334, 3.81084, 0.62318], [0.99933, 3.97060, -0.76978], [2.31880, 2.44611, -2.47329], [2.54745, 0.00440, -3.34372], [0.63260, -1.57535, -2.89150], [-0.77223, -1.25650, -0.92095], [0.90613, -2.77241, 2.58584], [2.09838, -2.92830, 1.58482], [1.09932, -2.12277, 3.31533], [-0.14044, -2.39430, 2.22503], [0.69572, -3.70412, 3.06166], [2.42322, -1.94539, 1.24059], [1.77069, -3.55880, 0.67573], [3.00383, -3.30643, 2.14130]]}


(6)
{"formula": "C3H9NOS", "method": "the ωB97M-V functional and the def2-TZVPD basis", "e_lumo_ev": -3.918, "e_above_lowest_kcal_mol": 137.94, "homo_ev": -8.95, "gap_ha": 0.1851, "elements": ["C", "O", "C", "C", "S", "N", "H", "H", "H", "H", "H", "H", "H", "H", "H"], "positions_angstrom": [[-0.97606, 0.95412, -0.39965], [-2.31135, 0.53872, -0.08647], [0.03769, -0.06541, -0.00351], [0.46577, -0.14925, 1.53797], [2.03834, -2.91003, -1.04244], [1.17304, 0.03430, -0.88811], [-0.89979, 1.17679, -1.46429], [-0.82830, 1.94188, 0.15677], [-3.09760, 0.52846, -0.74995], [-0.41294, -0.96853, -0.15031], [1.00796, 0.71300, 1.96561], [1.19634, -0.96581, 1.60581], [-0.36630, -0.39881, 2.24499], [1.32924, 0.50081, -1.74562], [1.64394, -0.93024, -0.98081]]}